[1]
34
Properties=species:S:1:pos:R:3 method="wB97M-V/def2-TZVPD" smiles="O=C1C=C(O)C(=O)C=C1O.ClC(Cl)Cl.CCOCC" gap_ev=8.0 energy_ev=-59452.61197
Cl -5.55 -1.96 1.26
Cl -4.90 0.87 1.65
Cl -4.40 -1.14 3.75
O 1.34 -3.02 1.43
O 5.34 -6.04 3.81
O 3.19 -7.30 2.65
O -1.71 4.51 -2.96
O 3.46 -1.89 2.82
C 3.26 -6.10 2.61
C 3.33 -3.10 2.71
C 4.32 -5.34 3.22
C -4.51 -0.80 2.09
C 4.33 -4.03 3.33
C 2.24 -3.82 2.00
C -2.67 6.43 -4.10
C 2.27 -5.16 1.92
C -0.76 3.46 -2.85
C -1.61 5.36 -4.16
C -0.98 2.86 -1.49
H -2.52 7.18 -3.33
H -1.99 2.46 -1.58
H -0.34 2.00 -1.32
H -3.52 -0.95 1.65
H 5.07 -6.96 3.72
H -1.91 4.72 -4.99
H 1.36 -2.11 1.73
H 5.17 -3.67 3.90
H -0.69 5.91 -4.36
H -3.71 6.14 -4.05
H 0.24 3.81 -3.09
H -2.71 6.96 -5.05
H -1.00 2.76 -3.65
H 1.43 -5.56 1.37
H -0.88 3.52 -0.64

[2]
16
Properties=species:S:1:pos:R:3 method="wB97M-V/def2-TZVPD" smiles=CC#CCCC e_above_lowest_ev=3.5483 gap_ev=9.6 energy_ev=-6380.31115
C -1.50 0.56 2.49
C 0.27 -1.37 -0.43
C -0.99 0.15 1.21
C 1.16 1.03 -1.43
C -0.64 -0.65 0.38
C 0.88 -0.46 -1.60
H -1.34 -0.15 3.31
H 0.24 1.55 -1.16
H 1.57 1.51 -2.34
H -0.94 1.45 2.70
H 1.80 -0.94 -1.91
H -2.56 0.81 2.50
H 0.01 -2.31 -0.93
H 0.50 -1.85 0.71
H 1.89 1.15 -0.63
H 0.16 -0.53 -2.43